No. 1
The following is a DFT calculation (the ωB97M-V functional and the def2-TZVPD basis) of C30H23Cl2N6O2S3Sn as an isolated structure.

XYZ file:
```
67
Properties=species:S:1:pos:R:3:forces:R:3:lowdin_charge:R:1
C -0.69816 0.57481 -2.83887 0.0 0.0 0.0 -0.02
S 3.56418 4.45935 2.31771 0.0 -0.1 0.1 0.47
C 0.66514 -2.39853 -0.15860 0.0 0.0 0.0 -0.01
H 2.01760 -2.77027 1.45427 0.0 0.0 0.0 0.10
H -1.51140 -5.31468 -1.24401 0.0 0.0 0.0 0.10
H 4.21462 1.30380 5.63158 0.0 0.0 0.0 0.02
H -3.44316 1.38800 -0.15268 0.0 0.0 0.0 0.11
H -4.12369 -9.13349 -1.13132 0.0 0.0 0.0 0.09
H -2.85082 -9.62188 -2.27860 0.0 0.0 0.0 0.09
C 5.08296 1.33950 4.97810 0.0 0.0 0.0 -0.44
C 0.28208 0.93348 -1.88151 0.0 0.0 0.0 -0.41
C -2.69952 -4.60026 -2.86766 0.0 0.0 0.0 -0.27
H -1.98362 -0.92830 -3.64589 0.0 0.0 0.0 0.10
N 2.90410 2.02685 3.37881 -0.1 -0.1 0.0 -0.09
C 1.26527 6.33182 0.59046 0.0 0.0 0.0 -0.77
C -1.43442 0.45006 2.39901 0.0 0.0 0.0 -0.02
C -3.91893 -9.41301 -2.16882 0.0 0.0 0.0 -0.10
C -3.67551 -4.93674 -3.80366 0.0 0.0 0.0 -0.03
H 2.85470 -0.41365 1.47875 0.0 0.0 0.0 0.10
C 2.86353 7.73450 -0.62987 0.0 0.1 0.1 -0.13
Cl 1.68256 5.81340 -2.05667 0.0 0.0 0.1 0.64
Sn 1.81872 3.03316 0.27043 -0.1 0.1 0.0 1.03
C 0.17900 -1.43654 -1.07422 0.0 0.0 0.0 -0.10
C -2.79559 -6.85510 -2.00891 0.0 0.0 0.0 -0.03
H -3.41076 -0.15318 1.81986 0.0 0.0 0.0 0.11
H -4.00633 -4.17334 -4.49614 0.0 0.0 0.0 0.11
H 0.26389 -3.40172 -0.19583 0.0 0.0 0.0 0.10
H -1.03572 1.35111 -3.51433 0.0 0.0 0.0 0.11
N -0.36694 2.04557 0.98617 0.1 0.0 0.0 -0.01
N -1.33597 -3.00896 -2.06756 0.0 0.0 0.0 0.05
C 1.54280 7.13438 1.70784 0.0 0.0 0.1 -0.72
C 3.72080 3.04681 3.23728 0.1 0.1 -0.1 -1.20
C -2.26745 -5.57122 -1.97231 0.0 0.0 0.0 -0.03
C -1.46026 2.09251 0.23307 0.0 0.0 -0.1 -0.15
H 2.61877 8.75237 2.58277 0.0 0.0 0.0 0.10
C 3.11095 8.48701 0.50572 0.0 0.0 -0.1 -0.10
O -4.34518 -8.41280 -3.06740 0.0 0.0 0.0 -0.09
N 1.67017 0.18725 -0.07303 0.0 0.0 0.0 0.07
H 3.37055 7.94441 -1.56115 0.0 0.0 0.0 0.10
C -2.58487 1.32801 0.50093 0.0 0.0 0.0 -0.04
H 5.99354 1.22645 5.56724 0.0 0.0 0.0 0.02
C -4.20687 -6.21090 -3.84880 0.0 0.0 0.0 -0.02
C -1.22566 -0.69836 -2.90800 0.0 0.1 0.0 -0.03
C 2.10607 -0.72678 0.75582 0.0 0.0 0.0 -0.15
C 0.72977 -0.14043 -0.98953 0.0 0.0 0.0 -0.16
N -2.22307 -3.26147 -2.91235 0.0 0.0 0.0 0.04
C -0.35527 1.26286 2.07082 0.0 0.0 0.0 -0.27
H -4.96404 -6.48019 -4.57362 0.0 0.0 0.0 0.11
C 0.84622 1.29611 2.89676 0.0 0.0 0.0 -0.11
H 3.82580 9.29863 0.47697 0.0 0.0 0.0 0.10
C -0.82572 -1.71775 -2.04869 0.0 -0.1 0.0 -0.24
S 5.21684 2.94367 4.16595 0.0 0.0 0.0 0.79
H -2.44003 -7.58975 -1.30048 0.0 0.0 0.0 0.10
C 1.95509 6.69184 -0.57561 0.0 -0.1 -0.1 -0.68
H -4.48548 -10.30684 -2.41754 0.0 0.0 0.0 0.09
C -3.76742 -7.17786 -2.95007 0.0 0.0 0.0 -0.29
H -1.37655 -0.19042 3.26915 0.0 0.0 0.0 0.11
N 1.79169 2.09724 2.59067 0.1 0.0 0.1 -0.13
C 1.62714 -2.05005 0.74671 0.0 0.0 0.0 -0.06
C 2.44110 8.18778 1.67838 0.0 0.0 0.0 -0.13
H 0.92513 0.64603 3.76575 0.0 0.0 0.0 0.13
O 0.72820 2.11219 -1.77135 0.0 0.0 0.1 -0.22
H 5.01288 0.53493 4.25004 0.0 0.0 0.0 0.02
S 0.13666 4.99482 0.68088 0.0 0.0 0.0 0.47
C -2.56085 0.47831 1.59471 0.0 0.0 0.0 -0.06
Cl 0.76243 6.81394 3.22708 0.0 0.0 -0.1 0.63
H -1.41174 2.75145 -0.62464 0.0 0.0 0.0 0.11
```
Forces are in eV/Å.

Calculated values
E_HOMO (eV): -4.4
E_LUMO (eV): 1.9
Net charge: -1
Gap between HOMO and LUMO (eV): 6.34


No. 2
The following is a DFT calculation (the ωB97M-V functional and the def2-TZVPD basis) of C30H23ClN2O6PSc as an isolated structure.

XYZ file:
```
64
Properties=species:S:1:pos:R:3:forces:R:3:lowdin_charge:R:1
N -2.42817 -3.51763 6.66225 0.1 -0.1 1.3 -0.39
C 3.98911 1.17361 -2.77790 -0.1 -0.1 0.2 -0.38
C -1.38929 -3.06849 3.05762 -1.4 -0.5 -0.1 -0.07
H -2.26440 -1.15425 -1.41724 0.0 0.0 0.0 0.12
N -5.07360 -3.80576 2.53568 -1.2 0.2 -0.4 -0.39
H 1.43062 4.46467 -6.65064 0.0 0.0 0.0 0.10
C 4.65326 1.22674 -4.00137 -0.1 0.0 0.1 -0.08
O -1.39068 -3.34416 7.22703 2.6 0.6 -0.4 0.11
C 0.77465 1.17029 -6.25385 0.0 0.0 0.0 -0.08
H -4.61173 -3.85632 5.16259 0.1 0.0 -0.1 0.13
H -0.41524 -2.97367 4.97887 0.1 -0.1 -0.1 0.13
H 0.51908 2.53104 -7.89469 0.0 0.0 0.0 0.10
C 2.88987 6.10917 -0.96144 0.0 0.0 0.0 -0.08
C -2.63619 -3.34819 2.43032 0.1 0.1 0.4 0.07
O -5.17009 -3.71544 1.34904 1.5 0.3 -2.4 0.10
H 3.00841 7.12043 -0.59494 0.0 0.0 0.0 0.10
C 3.83539 4.11529 -1.92358 -0.1 0.0 0.0 -0.08
C 6.60170 0.21310 -3.01568 -0.1 0.0 0.0 -0.08
H 4.69246 3.58278 -2.31087 0.1 0.0 0.0 0.10
C -0.10220 -2.64549 2.34272 6.2 1.9 1.4 -0.41
Sc 0.00000 0.00000 0.00000 7.2 -4.5 0.6 0.68
C 1.72273 2.10287 -4.23513 -0.1 -0.1 0.1 -0.39
H -1.41149 0.94380 2.29441 0.1 0.0 0.1 0.13
H 4.15593 1.64699 -4.86391 0.0 0.0 -0.1 0.10
Cl 0.92472 -1.65879 -1.26063 0.3 -0.2 -1.1 0.08
C -1.97625 -0.51663 0.69130 -2.6 1.3 0.1 -0.16
C 3.98485 5.41176 -1.45084 0.0 0.0 0.0 -0.07
H 0.52175 3.72499 -1.36242 -0.1 0.0 0.0 0.08
H 6.44712 -0.26243 -0.92816 0.0 0.0 0.0 0.11
H -2.18352 -1.41576 1.24521 -0.1 0.5 -0.3 0.08
C 1.19467 1.02069 -4.94167 0.0 0.0 0.1 -0.10
H 4.96067 5.87936 -1.47006 0.0 0.0 0.0 0.11
H 6.45304 0.79033 -5.07581 0.0 0.0 0.0 0.10
C -2.06412 -0.36349 -0.71560 -0.6 0.3 0.4 -0.14
H 0.78403 6.03569 -0.55276 0.0 0.0 0.0 0.10
P 2.27560 1.78720 -2.50915 0.2 0.3 0.0 1.08
C 1.80110 3.34285 -4.86522 0.0 -0.1 0.1 -0.08
C -1.34986 1.64511 0.17250 -1.9 0.3 -0.3 -0.17
C 0.85603 2.41050 -6.87347 0.0 0.0 0.1 -0.08
C 5.94977 0.74488 -4.11885 0.0 0.0 0.0 -0.08
C 1.64172 5.50065 -0.93874 0.0 0.0 0.0 -0.08
H 1.11534 0.05481 -4.45753 0.0 -0.1 0.0 0.10
C -3.71969 -3.65818 4.57855 -0.3 -0.1 0.2 0.10
C 1.49437 4.20082 -1.39617 0.2 0.0 0.0 -0.12
O -3.40754 -3.74630 7.30768 -2.7 -0.5 -0.2 0.10
H -0.99841 2.65899 0.24863 0.1 0.2 0.0 0.11
C 2.58754 3.49635 -1.90363 0.0 -0.1 0.0 -0.39
H 0.37226 0.32077 -6.78974 0.0 0.0 0.0 0.11
C -1.62318 0.94160 -1.05174 -1.5 1.1 0.5 -0.18
C 1.36601 3.49503 -6.17445 0.0 0.0 0.0 -0.08
C -3.80728 -3.61167 3.18015 2.9 0.3 1.3 -0.11
C 5.94768 0.15680 -1.79169 0.0 0.0 0.0 -0.08
H 7.61291 -0.16048 -3.10929 0.0 0.0 0.0 0.10
C 4.64788 0.62370 -1.67684 0.0 0.1 -0.1 -0.11
O -0.02821 -1.63740 1.45059 -0.6 -1.9 1.6 -0.25
H 2.20459 4.19188 -4.33186 0.0 0.1 0.0 0.10
H 4.13627 0.56409 -0.72377 0.0 -0.1 0.0 0.10
C -1.57042 0.74291 1.24968 -1.9 0.4 -0.3 -0.14
O -6.06130 -3.99155 3.18285 -0.8 -0.5 2.4 0.10
C -2.49658 -3.45528 5.23369 0.0 0.2 -3.3 -0.10
H -1.52015 1.34023 -2.04611 0.1 0.0 -0.1 0.12
O 1.03121 -3.02355 2.88724 -5.1 0.6 -2.0 -0.01
H -2.72151 -3.35367 1.35246 0.0 0.0 0.0 0.13
C -1.34757 -3.16480 4.46569 -0.3 0.1 0.2 0.10
```
Forces are in eV/Å.

Calculated values
E_HOMO (eV): -8.9
E_LUMO (eV): -1.1
Gap between HOMO and LUMO (eV): 7.80


No. 3
The following is a DFT calculation (the ωB97M-V functional and the def2-TZVPD basis) of C30H23CoF6N2O5PS as an isolated structure.

XYZ file:
```
69
Properties=species:S:1:pos:R:3:forces:R:3:lowdin_charge:R:1
C 11.20670 8.10674 12.26376 0.1 2.9 0.4 -0.01
H 20.90638 9.61661 8.53314 -0.5 0.1 0.0 0.12
C 19.32206 9.75613 7.05304 0.3 0.0 0.1 -0.04
H 17.59817 10.30549 5.78569 0.5 -0.5 0.9 0.15
H 12.84546 9.48137 5.68258 0.5 -0.3 -0.3 0.11
O 15.17426 10.97907 6.72711 1.1 -0.4 2.0 0.07
C 10.97770 7.25896 9.63706 0.2 0.1 0.4 -0.05
H 11.20199 8.52463 13.29388 0.3 -0.5 -0.8 0.14
F 14.48018 13.62826 6.52070 -0.8 -0.3 -0.2 0.13
C 17.98494 10.02169 6.79258 -0.3 0.8 -0.4 0.03
C 12.51040 14.09271 7.84803 -0.6 0.6 -2.5 -0.41
H 14.91518 11.57043 11.47522 -0.7 0.3 0.4 0.04
H 15.58588 6.04911 5.48835 -0.7 0.8 0.3 0.13
C 13.92609 7.35076 8.12252 -1.0 0.8 2.4 -0.11
H 10.68070 13.19849 7.16254 0.1 0.5 0.1 0.08
C 13.17059 13.94666 6.38193 1.0 -0.1 0.3 -0.50
F 12.52686 12.98123 5.65408 0.8 0.5 0.9 0.12
H 13.84773 7.26765 9.26831 0.2 0.0 -2.0 0.13
C 13.03570 15.34110 8.54199 -1.7 2.1 1.1 -0.53
C 9.80579 10.77145 8.56317 0.1 -0.9 -0.5 -0.10
C 13.36376 8.61406 6.09562 -1.0 0.7 2.5 -0.11
C 10.99953 14.19072 7.52599 -0.5 0.2 0.5 0.03
H 10.74844 14.98522 6.75054 0.5 -1.0 1.1 0.13
C 13.22988 8.38847 7.48986 -0.7 -0.2 -0.2 -0.34
C 14.87884 6.70244 6.04836 0.0 0.2 -0.6 -0.05
F 13.15584 15.05745 5.62314 -0.5 -0.4 0.7 0.16
H 10.46774 14.39423 8.47879 0.2 0.0 -0.7 0.10
C 7.94622 10.40372 7.05953 0.3 0.8 0.6 -0.05
O 15.68776 8.66707 10.65146 -0.1 -0.7 0.6 -0.26
C 19.83138 9.73032 8.35445 -1.2 -0.6 0.7 -0.01
C 10.37567 6.53918 10.67277 0.8 -0.8 0.0 -0.01
C 17.13052 10.11447 7.87995 0.4 0.1 -2.4 -0.17
O 12.86720 13.08440 8.69217 -0.1 -2.3 0.3 -0.16
H 8.44113 9.46117 5.23912 -0.3 -0.5 -0.5 0.11
H 10.15156 11.21112 9.49252 0.3 0.0 -0.1 0.10
H 14.57246 8.14463 4.45012 -0.7 -0.8 0.5 0.13
C 11.67967 8.43988 9.90666 -0.4 0.5 0.3 -0.29
C 8.78166 9.71139 6.21529 0.9 -0.3 0.4 -0.06
S 16.17142 9.91496 10.18568 -0.4 2.2 -0.4 0.74
C 10.10075 9.38922 6.58286 0.3 0.7 -0.2 -0.05
C 17.56946 9.79138 9.12354 -0.4 0.7 1.1 -0.22
N 13.17717 10.90720 10.95171 -0.1 -0.3 2.5 -0.14
H 6.90383 10.53381 6.80069 0.1 0.2 0.0 0.11
N 15.10076 10.48423 8.98997 1.0 0.5 -0.1 -0.15
O 16.35964 11.03003 11.12554 0.0 -1.2 -0.5 -0.28
C 14.71765 6.49228 7.40421 1.9 -1.2 0.3 -0.08
C 14.20464 7.79028 5.44004 2.3 -0.6 -2.2 -0.08
Co 13.40218 11.40208 9.15724 0.6 1.5 -1.9 0.82
H 10.03459 6.44817 12.79949 -0.3 -0.2 0.3 0.11
C 10.62170 9.88960 7.78823 -1.3 0.6 -0.3 -0.34
H 19.98206 9.59764 6.22235 0.3 0.2 -0.2 0.11
H 7.92997 11.69871 8.82057 -0.4 -0.1 0.0 0.11
P 12.20583 9.49363 8.52118 0.1 -1.0 -0.9 1.11
H 12.30450 10.39058 12.69203 0.3 0.0 0.7 0.15
H 10.97799 6.94744 8.60124 -0.3 -0.4 0.1 0.12
C 15.75828 10.61626 7.75773 -2.1 -0.6 -0.9 -0.44
C 11.76781 8.91189 11.21162 -0.7 -0.8 1.0 -0.18
C 18.90006 9.71812 9.43853 1.2 -0.2 -1.7 0.00
C 8.48884 11.01214 8.20678 0.3 -0.5 -0.3 -0.06
C 10.46504 7.01346 12.00024 0.0 -1.3 -1.3 -0.05
H 10.74887 8.87901 5.85263 -0.5 0.0 0.6 0.10
F 12.35186 15.51542 9.74700 0.8 -0.5 -1.2 0.11
C 12.40935 10.13591 11.65897 1.0 0.4 -0.9 0.01
H 15.41057 5.74928 7.91900 -1.4 0.9 -0.6 0.14
H 10.03240 5.49093 10.51337 -0.2 1.2 -0.1 0.13
F 14.30556 15.23344 8.82419 0.7 0.2 0.0 0.21
F 12.79910 16.51031 7.86830 0.4 -1.3 0.3 0.14
O 13.95267 11.83221 11.69825 -0.5 -0.4 -0.4 -0.03
H 19.23685 9.66426 10.43223 0.3 -0.2 1.1 0.11
```
Forces are in eV/Å.

Calculated values
E_HOMO (spin up / spin down) (eV): -11.9 / -12.3
E_LUMO (spin up / spin down) (eV): -4.1 / -5.6
Expectation value of S²: 6.020
Spin multiplicity: 5
Net charge: +1
Gap between HOMO and LUMO (spin up / spin down) (eV): 7.76 / 6.67


Per-record largest force on an atom, eV/A: 0.18; 8.49; 3.25
Per-record E, Ha: -3965.3765; -3280.0663; -4363.9109
Per-record ΔE to the lowest compared entry with this formula, charge and spin, kJ/mol: 0.0; 348.1; 0.0